1.
Here is 2 unconnected molecules or ions with the total composition C7H13N from OMol25. Energies are from ωB97M-V/def2-TZVPD.

Each line ends with the Mulliken charge.
Atoms and positions in Å:
C: -0.342 -2.468 1.594  -0.796
C: 0.837 -1.997 1.209  0.040
C: 1.199 -1.696 -0.169  -0.056
C: 2.422 -1.334 -0.533  -0.724
H: -1.127 -2.599 0.858  0.216
H: -0.562 -2.753 2.611  0.283
H: 1.619 -1.873 1.956  0.229
H: 0.419 -1.795 -0.915  0.283
H: 2.684 -1.072 -1.547  0.271
H: 3.187 -1.268 0.233  0.219
C: -2.508 1.132 -0.886  -1.013
C: -1.270 1.976 -0.802  -0.310
C: -0.137 1.570 -0.239  0.390
N: 1.005 2.361 -0.076  -0.521
H: -2.441 0.276 -0.216  0.259
H: -3.369 1.721 -0.572  0.325
H: -2.716 0.783 -1.899  0.262
H: -1.301 2.967 -1.246  0.244
H: 0.008 0.545 0.078  -0.047
H: 1.549 2.174 0.749  0.223
H: 0.843 3.349 -0.189  0.225

Computed properties:
HOMO-LUMO gap = 8.8 eV
Charge = 0
E_tot = -329.201471 Eh
HOMO = -7.826 eV
SMILES = C/C=C/N.C=CC=C
Energy relative to the best compared isomer or geometry (same formula, charge and spin) = 43.92 kcal/mol



2.
Here is 2 unconnected molecules or ions with the total composition C7H13N in a non-equilibrium geometry from OMol25. Energies are from ωB97M-V/def2-TZVPD.

Each line ends with the Mulliken charge.
Atoms and positions in Å:
C: 0.852 0.761 -2.159  -0.484
C: -0.214 0.993 -1.067  -0.830
C: -1.413 0.005 -0.858  -0.439
C: 1.649 -0.778 2.685  -0.624
C: 0.314 -0.665 2.177  -0.290
C: -0.499 -1.045 1.230  -0.099
C: -1.709 -0.393 0.668  -0.227
N: 1.494 -0.433 -1.784  -0.709
H: 1.589 1.535 -2.012  0.338
H: 0.426 0.675 -3.218  0.305
H: 0.265 1.199 -0.056  0.368
H: -0.632 1.930 -1.345  0.416
H: -1.099 -1.003 -1.381  0.231
H: -2.365 0.537 -1.078  0.265
H: 2.018 -0.338 3.608  0.287
H: 2.392 -1.246 2.077  0.281
H: -0.496 0.370 3.318  0.067
H: -2.126 0.599 1.209  0.302
H: -2.674 -1.026 0.642  0.303
H: 1.483 -0.525 -0.680  0.221
H: 0.743 -1.150 -1.973  0.318

Computed properties:
HOMO-LUMO gap = 6.0 eV
Charge = 0
E_tot = -328.964213 Eh
HOMO = -7.790 eV
Energy relative to the best compared isomer or geometry (same formula, charge and spin) = 192.80 kcal/mol



Calculated M, 111.19 111.19 g mol⁻¹ (same order as the records).